{
  "formula": "C5H13N2O",
  "method": "ωB97M-V with the def2-TZVPD basis set",
  "homo_lumo_gap_ev": [9.72, 7.11],
  "homo_ha": [-0.3198, -0.3198],
  "spin_multiplicity": 2,
  "e_above_lowest_kcal_mol": 50.9,
  "elements": ["N", "C", "C", "N", "C", "C", "C", "O", "H", "H", "H", "H", "H", "H", "H", "H", "H", "H", "H", "H", "H"],
  "xyz": [[-1.19071, 3.06004, -1.59264], [-0.35517, 1.91922, -1.26751], [-0.70304, 1.31928, 0.08918], [0.31475, 0.48888, 0.65621], [-0.78668, -1.53574, -0.37063], [0.49371, -0.86247, 0.12848], [1.08329, -1.79304, 1.43507], [1.53285, -2.95962, 1.08628], [-1.37550, 3.28833, -2.54572], [-1.60646, 3.52935, -0.81446], [0.65340, 2.31970, -1.11576], [-0.29974, 1.20582, -2.10464], [-1.71015, 0.82486, 0.08653], [-0.92322, 2.18274, 0.72958], [0.26555, 0.35378, 1.65752], [-0.71398, -2.64295, -0.34514], [-1.66933, -1.34077, 0.22063], [-0.84073, -1.30609, -1.43161], [1.24517, -0.82849, -0.66343], [0.19393, -1.81954, 2.11247], [1.92735, -1.12385, 1.69336]],
  "forces_ev_per_angstrom": [[-0.01, -1.06, 0.30], [0.97, 0.81, -0.03], [-2.18, 0.01, 0.00], [1.08, -0.80, 0.65], [0.96, -1.37, -0.35], [-0.27, -0.82, 0.56], [-0.76, 1.79, -0.92], [0.16, -0.82, -0.59], [-0.28, 0.20, 0.12], [-0.27, 0.36, -0.36], [0.37, -0.48, -0.16], [-0.26, 0.08, 0.35], [0.58, 0.14, -0.44], [0.60, -0.11, 0.26], [-0.42, 0.77, 0.05], [0.38, 0.54, 0.02], [-0.24, 0.57, -0.10], [-0.84, 0.29, -0.04], [0.10, -0.41, 0.19], [0.60, 0.26, 0.01], [-0.29, 0.05, 0.47]],
  "lowdin_spin": [0.00, 0.00, 0.00, 0.01, 0.01, 0.14, 0.10, 0.67, 0.00, 0.00, 0.00, 0.00, 0.00, 0.00, 0.00, 0.00, 0.00, 0.00, 0.00, 0.00, 0.04]
}

***

{
  "formula": "C3H10N2O",
  "method": "ωB97M-V with the def2-TZVPD basis set",
  "homo_lumo_gap_ev": 9.42,
  "homo_ha": -0.3135,
  "spin_multiplicity": 1,
  "smiles": "C=CN.NCO",
  "e_above_lowest_kcal_mol": 61.1,
  "elements": ["C", "C", "N", "H", "H", "H", "H", "H", "N", "C", "O", "H", "H", "H", "H", "H"],
  "xyz": [[2.08283, -0.80149, 0.08039], [1.84192, 0.51706, -0.04763], [1.32284, 1.31345, -1.13414], [2.13783, -1.39445, 0.92876], [1.91286, -1.49252, -0.85307], [2.17243, 1.27761, 0.61272], [1.48769, 2.32611, -1.07282], [0.34344, 1.18092, -1.40577], [-1.63231, -1.19987, 1.29675], [-1.58507, -0.70967, -0.10041], [-1.54064, 0.76648, -0.23836], [-2.51963, -0.92804, 1.82566], [-0.80092, -0.78424, 1.82075], [-2.54208, -1.08726, -0.57030], [-0.68003, -1.07949, -0.64243], [-1.05825, 1.01903, 0.53101]],
  "forces_ev_per_angstrom": [[-1.82, -0.14, -4.40], [-0.07, 1.25, -1.07], [-0.08, -0.71, -0.38], [0.90, -0.25, 1.88], [0.02, 1.54, 1.64], [0.41, -0.19, 1.83], [0.08, -1.00, 0.35], [0.64, -0.44, 0.18], [0.60, 1.69, 0.50], [-0.96, 0.03, 0.31], [-0.93, -1.81, -0.54], [1.68, -0.29, -1.29], [-1.50, -0.91, -0.76], [1.21, 0.67, 0.17], [-0.81, -0.09, 0.72], [0.63, 0.65, 0.84]],
  "lowdin_charge": [-0.02, -0.29, 0.01, 0.01, 0.09, 0.08, 0.08, 0.06, -0.02, -0.30, -0.12, 0.10, 0.08, 0.12, 0.09, 0.03]
}

***

{
  "formula": "C8H9N3",
  "method": "ωB97M-V with the def2-TZVPD basis set",
  "homo_lumo_gap_ev": 8.73,
  "homo_ha": -0.2972,
  "spin_multiplicity": 1,
  "smiles": "C#CN(C)/N=C\\C#CC.C#N",
  "e_above_lowest_kcal_mol": 165.1,
  "elements": ["C", "C", "N", "C", "N", "C", "C", "C", "C", "H", "H", "H", "H", "H", "H", "H", "H", "C", "N", "H"],
  "xyz": [[1.32584, -0.15077, 1.48334], [1.60348, -0.41810, 0.33146], [2.06924, -0.71989, -0.87396], [3.38164, -1.28274, -0.96576], [1.61744, -0.02448, -1.98381], [0.47446, 0.62325, -2.02365], [-0.59450, 0.60295, -1.09868], [-1.63707, 0.63527, -0.46592], [-2.91428, 0.76055, 0.03854], [1.04598, -0.28572, 2.44964], [3.97777, -0.61104, -0.33440], [3.44673, -2.42455, -0.87278], [3.83174, -1.12999, -2.01480], [0.26698, 1.02781, -2.92189], [-3.43998, 1.42016, -0.70340], [-3.00187, 1.09863, 1.06786], [-3.45721, -0.30856, 0.00461], [-0.51179, 3.15080, 1.84642], [-1.60343, 2.98128, 2.16232], [0.44475, 3.08979, 1.45515]],
  "forces_ev_per_angstrom": [[1.12, -0.40, -3.03], [-0.23, 0.08, 1.84], [-1.88, 0.70, -1.34], [1.91, -0.45, -2.09], [-0.83, 0.73, -0.36], [2.47, -3.17, 3.07], [-1.73, 0.19, 1.36], [4.26, -0.18, -2.08], [-4.08, -1.89, 0.01], [-0.83, 0.09, 2.14], [0.54, -1.16, 0.33], [-0.22, 1.80, 0.74], [-1.17, 0.08, 1.37], [-0.40, 1.53, -2.96], [-0.05, -0.44, 1.09], [0.07, 0.30, -0.10], [1.03, 2.26, 0.02], [-1.93, -0.71, 0.32], [0.52, 0.43, 0.07], [1.42, 0.22, -0.40]],
  "lowdin_charge": [0.13, -0.19, -0.22, -0.07, 0.08, -0.14, -0.02, -0.13, -0.13, 0.00, 0.09, 0.11, 0.10, 0.07, 0.11, 0.05, 0.14, -0.06, 0.07, 0.03]
}